No. 1
C32H33AsClFeIN3O4 | ωB97M-V/def2-TZVPD

Geometry as XYZ:
```
76
Properties=species:S:1:pos:R:3:mulliken_charge:R:1
Fe 0.32051 0.12005 -0.26022 1.0626
O 0.21338 -1.45778 -1.21742 -0.0354
C -0.57171 -2.51787 -1.10416 -0.3357
C -0.85207 -3.26541 -2.25939 -0.5747
C -1.67514 -4.37133 -2.20494 -0.6190
C -2.25160 -4.78601 -1.00209 -0.8568
C -1.96484 -4.06995 0.14011 -0.6328
C -1.13840 -2.94121 0.09767 1.0073
C -0.79295 -2.25960 1.32814 -0.5112
N -0.09169 -1.20387 1.38062 1.0706
N 0.35492 -0.70498 2.57331 -1.4669
C 1.32324 0.12365 2.36627 0.2676
O 1.76570 0.39266 1.18420 -0.3861
C 1.93343 0.80573 3.53926 0.4721
C 1.22844 0.92765 4.73166 -0.5048
C 1.79731 1.58947 5.80924 -0.7587
C 3.07476 2.12434 5.70331 -0.3888
C 3.78179 1.99841 4.51602 -0.7705
C 3.20948 1.34569 3.43371 -0.1894
H -0.40350 -2.93383 -3.18764 0.3968
H -1.87658 -4.92558 -3.11382 0.4275
H -2.89561 -5.65316 -0.96950 0.4203
H -2.37906 -4.37304 1.09578 0.5066
H -1.09428 -2.68422 2.28281 0.4142
H 0.23554 0.50383 4.80011 0.4653
H 1.24264 1.68930 6.73320 0.3851
H 3.51691 2.64012 6.54598 0.3924
H 4.77919 2.41074 4.43326 0.4002
H 3.74731 1.24380 2.50155 0.4223
Cl -2.14241 6.94734 1.09261 -0.2403
C -1.64332 5.27798 1.01551 0.1167
C -1.49809 4.54596 2.21573 -0.6907
C -1.12460 3.23387 2.20350 -0.7213
C -0.87101 2.55474 0.97586 -0.1928
O -0.59778 1.30842 0.98411 0.2234
C -0.97763 3.32182 -0.20957 1.3048
C -0.62424 2.75506 -1.45992 -0.5721
O -0.10182 1.64723 -1.64887 -0.2689
C -1.38515 4.67736 -0.17522 -1.1768
H -1.68677 5.04620 3.15705 0.4399
H -1.01301 2.67351 3.12252 0.4865
H -0.79962 3.38301 -2.34660 0.2677
H -1.48074 5.22977 -1.10242 0.4431
C 1.42444 0.08526 -4.07597 -0.8108
C 2.32461 1.03437 -3.29306 -0.8952
As 2.40722 0.56528 -1.42294 0.7880
C 3.52392 -1.01947 -1.37985 -0.6045
C 4.60088 -1.13965 -2.45049 -1.2340
C 3.42427 2.00871 -0.64757 -0.2247
C 4.88500 2.08425 -1.07280 -1.4176
H 1.34305 0.39569 -5.11917 0.4956
H 0.42289 0.05989 -3.64796 -0.2007
H 1.81078 -0.93529 -4.06367 0.2474
H 1.94802 2.05740 -3.33141 0.5316
H 3.34235 1.03770 -3.68803 0.6687
H 2.81631 -1.84856 -1.44460 0.3262
H 3.93953 -1.05658 -0.37054 0.5247
H 4.17414 -1.12352 -3.45414 0.2337
H 5.13032 -2.08855 -2.34444 0.4432
H 5.34300 -0.34310 -2.39522 0.2265
H 3.31025 1.89872 0.42726 -0.0338
H 2.88549 2.91939 -0.92663 0.4698
H 5.45866 1.24310 -0.68126 0.3136
H 5.34079 2.99764 -0.68558 0.4405
H 5.00788 2.09570 -2.15683 0.3373
I -5.19424 -2.24967 1.44757 0.1188
C -4.13240 -1.45343 -0.14197 -0.4362
C -4.39138 -1.82930 -1.44883 -0.1354
C -3.62470 -1.26230 -2.45556 -1.0248
C -2.62648 -0.36939 -2.10945 -0.1222
N -2.37050 -0.01904 -0.85149 0.2061
C -3.11666 -0.54132 0.11158 -0.4615
H -5.16109 -2.55420 -1.67592 0.4045
H -3.78538 -1.52759 -3.49139 0.4357
H -1.98770 0.07458 -2.86503 0.3351
H -2.87702 -0.23206 1.12358 0.5551
```

Properties
LUMO level (alpha / beta)   -0.60 / -0.11 eV
Spin multiplicity   2
Orbital gap (alpha / beta)   6.91 / 7.46 eV
Net charge   0
HOMO (alpha / beta)   -7.51 / -7.57 eV

---

No. 2
C32H33AsN3O7PSTi | ωB97M-V/def2-TZVPD

Geometry as XYZ:
```
79
Properties=species:S:1:pos:R:3:mulliken_charge:R:1
Ti -1.40081 -0.78464 -0.54725 -0.6822
C 4.09258 2.51670 -1.29840 -0.4617
C 2.89232 2.94617 -0.75032 -0.6207
C 2.16634 2.11031 0.08901 -0.0476
C 2.63003 0.83292 0.39358 0.0180
C 3.83061 0.40754 -0.17600 -0.2217
C 4.56145 1.24045 -1.01004 -0.7326
P 1.64975 -0.35339 1.39946 -0.0146
C 2.68140 -0.43070 2.91743 -0.0371
C 3.58439 0.54814 3.32664 -0.1342
C 4.31144 0.40466 4.49931 -0.7093
C 4.14848 -0.72703 5.28731 -0.4673
C 3.26542 -1.71960 4.88617 -0.6375
C 2.54978 -1.57200 3.70622 -0.4421
C 0.20486 0.66538 1.93743 0.6558
C 0.32841 1.44110 3.09302 -0.2086
C -0.75217 2.16316 3.57714 -0.8625
C -1.95485 2.09400 2.88451 -0.7425
C -2.05642 1.31681 1.74319 -0.3842
C -1.00167 0.55402 1.19869 0.7014
H 4.65555 3.16831 -1.95602 0.3721
H 2.50560 3.92999 -0.98421 0.3877
H 1.20941 2.43454 0.47693 0.4544
H 4.20117 -0.58947 0.04208 0.3843
H 5.48888 0.88938 -1.44650 0.3982
H 3.72096 1.43609 2.71933 0.4496
H 5.00366 1.18075 4.80103 0.3926
H 4.71183 -0.83661 6.20552 0.3681
H 3.14041 -2.61317 5.48452 0.3832
H 1.87708 -2.36105 3.38646 0.3892
H 1.25963 1.48926 3.64375 0.2649
H -0.65251 2.76566 4.47223 0.3698
H -2.81292 2.65381 3.24266 0.3200
H -3.00771 1.27958 1.21847 0.2652
C -1.63650 -1.83685 3.40824 -0.9665
C -2.03615 -2.58004 2.18822 0.0517
N -1.65252 -2.30933 0.95470 0.3030
C -2.30237 -3.20043 0.12727 0.3506
C -3.06673 -4.03610 0.89162 -0.0505
N -2.87541 -3.62480 2.18188 -0.0672
C -3.95761 -5.17748 0.62036 0.5339
O -4.12853 -5.51319 -0.64346 -0.5617
O -4.49483 -5.76482 1.53150 -0.6665
C -2.00775 -3.19755 -1.31470 0.7120
O -2.60105 -3.94442 -2.09011 -0.8995
O -1.04291 -2.39579 -1.66710 -0.4519
H -0.61097 -1.48506 3.31749 0.0000
H -1.72998 -2.46728 4.29366 0.4751
H -2.25872 -0.94887 3.53002 0.2221
H -3.32873 -4.06097 2.96981 0.2588
H -3.59192 -4.91142 -1.26244 0.4244
C -3.07817 4.08103 -4.27633 -1.2729
As -2.57526 2.63551 -3.08503 0.9956
C -4.22438 2.43950 -2.13176 -0.8966
C -2.36000 1.24442 -4.39411 -1.0228
S -0.88716 3.35761 -2.06959 -0.5470
H -4.04673 3.89380 -4.73995 0.3731
H -2.31623 4.17731 -5.04882 0.3453
H -3.10253 4.99714 -3.68835 0.3501
H -5.03850 2.38085 -2.85432 0.3888
H -4.31671 3.34455 -1.52732 0.3263
H -4.18832 1.55782 -1.49863 0.1533
H -3.07518 1.43801 -5.19456 0.4482
H -2.51629 0.26914 -3.94365 0.2636
H -1.34439 1.32954 -4.78269 0.2373
O 0.37504 -0.05871 -1.12781 1.3985
N 1.18331 -0.41420 -2.10013 0.3188
C 1.77075 -1.62336 -2.07678 0.0777
C 2.72400 -1.92113 -3.03666 -1.1259
C 3.05590 -0.96709 -3.98367 -0.1606
C 2.43385 0.27478 -3.97150 -1.2193
C 1.48842 0.54431 -3.00264 -0.2024
H 1.42193 -2.29029 -1.30521 0.3753
H 3.18436 -2.89758 -3.01251 0.4428
H 3.80596 -1.18649 -4.73258 0.3812
H 2.67011 1.04822 -4.68713 0.4875
H 0.94998 1.47656 -2.85350 0.4090
O -3.20205 -0.28835 -0.56355 -0.4813
O -2.50145 0.13040 -1.81151 -0.6795
```

Properties
LUMO level (alpha / beta)   2.36 / 2.37 eV
Spin multiplicity   2
Orbital gap (alpha / beta)   5.18 / 7.02 eV
Net charge   -1
HOMO (alpha / beta)   -2.82 / -4.65 eV